[1]
Entry from the Open Molecules 2025 dataset: 2 unconnected molecules or ions with the total composition CH2ClFS (the ωB97M-V functional and the def2-TZVPD basis).

Computed properties:
Energy relative to the best compared isomer or geometry (same formula, charge and spin): 2.5907 eV
Orbital gap (spin up / spin down): 8.770 / 7.145 eV

Geometry as XYZ:
```
6
Properties=species:S:1:pos:R:3:forces:R:3
S -0.398 1.736 0.548 -0.5 -1.4 -0.3
H 0.931 -0.856 -0.481 -0.7 -0.9 -1.0
F 1.619 -0.606 1.412 0.1 0.0 -1.6
Cl 3.034 0.364 -0.478 -0.3 -0.1 -0.1
C 1.593 -0.292 0.088 0.0 1.7 3.1
H -1.546 0.918 0.583 1.3 0.8 -0.1
```
Forces are in eV/Å.

Here are the Mulliken charges for atoms 1 to 5, given in e:
1. S -0.25
2. H 0.43
3. F -0.14
4. Cl -0.05
5. C -0.12

***

[2]
Entry from the Open Molecules 2025 dataset: a molecular structure, CH4BrNO5PS2 (the ωB97M-V functional and the def2-TZVPD basis).

Computed properties:
Energy relative to the best compared isomer or geometry (same formula, charge and spin): 1.1435 eV
Orbital gap: 8.061 eV
Net charge: -1

Geometry as XYZ:
```
15
Properties=species:S:1:pos:R:3:forces:R:3
H -2.710 -1.857 -0.293 -0.6 0.1 -0.5
O -1.861 -2.048 0.081 1.6 0.2 1.2
N 1.280 -0.304 -1.696 -0.8 1.4 0.8
P -1.120 -0.535 0.213 -1.3 1.2 -0.5
O 1.731 0.094 0.869 -1.4 -1.0 -1.4
O 0.310 2.038 -0.863 0.9 -1.3 -2.1
Br 0.589 1.926 -3.851 0.1 -0.4 0.1
H -0.512 0.908 2.029 -0.1 -0.1 -0.1
S 1.027 -0.783 -0.102 2.3 -1.1 1.1
C -1.138 0.011 2.008 0.5 -0.9 -0.7
H -0.703 -0.742 2.674 -0.2 0.2 0.1
S 1.270 1.368 -1.782 1.8 0.4 4.3
O 1.363 -2.224 0.053 -0.7 2.2 -1.0
H -2.172 0.263 2.254 0.1 -0.1 0.1
O 2.645 1.886 -1.593 -2.2 -0.8 -1.5
```
Forces are in eV/Å.

Here are the Mulliken charges for atoms 1 to 5, given in e:
1. H 0.36
2. O -0.49
3. N -0.41
4. P 0.26
5. O -0.61

***

[3]
Entry from the Open Molecules 2025 dataset: C11H10F3N in the gas phase (the ωB97M-V functional and the def2-TZVPD basis).

Computed properties:
Energy relative to the best compared isomer or geometry (same formula, charge and spin): 2.8776 eV
Orbital gap (spin up / spin down): 8.033 / 6.813 eV

Geometry as XYZ:
```
25
Properties=species:S:1:pos:R:3:forces:R:3
C -2.791 -0.752 -0.030 -0.5 0.2 0.0
C 1.233 -1.952 0.067 0.4 0.2 0.0
H 4.331 -1.468 -0.869 0.1 0.0 0.0
H 3.107 0.803 -0.163 0.1 0.1 0.0
C 3.755 -1.804 -0.008 0.1 0.0 0.0
C -0.005 -1.331 0.072 -0.1 0.2 0.0
C -0.237 0.037 -0.032 -0.2 -0.5 0.1
C 2.391 -1.186 -0.019 -0.2 -0.2 0.0
H -3.779 2.721 0.693 -0.1 0.1 -0.1
H 3.695 -2.889 -0.030 0.0 -0.1 0.0
H 0.516 2.823 -0.321 -0.2 -0.2 0.0
H -0.839 -2.005 0.167 0.0 0.1 0.0
C 2.234 0.171 -0.103 0.1 -0.2 0.0
C -1.750 0.350 0.019 1.9 1.1 -0.3
N 1.319 2.193 -0.272 -1.6 0.2 0.1
F -2.673 -1.576 -1.079 0.2 -0.1 -0.2
H 1.284 -3.028 0.132 0.0 -0.1 0.0
H -2.237 3.581 0.692 0.0 0.1 0.0
C 0.999 0.909 -0.140 -0.1 -1.0 0.1
F -2.818 -1.515 1.074 0.2 -0.1 0.2
H -3.034 3.212 -0.849 0.0 0.0 0.0
C -2.142 1.588 0.080 0.6 -0.2 -0.1
H 4.293 -1.504 0.890 0.1 0.0 0.0
C -2.830 2.835 0.155 -0.5 0.3 0.2
F -4.020 -0.213 -0.127 -0.1 0.2 0.0
```
Forces are in eV/Å.

Here are the Mulliken charges for atoms 1 to 5, given in e:
1. C 0.78
2. C -0.94
3. H 0.34
4. H 0.43
5. C -1.49

***

[4]
Entry from the Open Molecules 2025 dataset: a molecular structure, C23H18N8OPd (the ωB97M-V functional and the def2-TZVPD basis).

Computed properties:
Orbital gap (spin up / spin down): 7.163 / 5.791 eV
2S+1: 5
Net charge: +2

Geometry as XYZ:
```
51
Properties=species:S:1:pos:R:3:forces:R:3
C 3.242 -1.788 3.717 -0.1 0.0 0.0
C 0.711 3.824 -2.321 0.1 0.1 0.0
H 0.551 -1.614 3.903 0.0 0.0 0.0
C -0.041 2.797 -2.904 0.0 0.1 -0.1
C -0.940 0.328 -4.223 0.0 0.0 0.0
N -2.380 -0.916 1.631 -0.1 -0.1 -0.2
H 0.250 5.734 -3.156 0.0 0.0 0.0
C -3.490 -0.971 2.363 0.0 0.0 0.1
N -1.457 -4.994 1.346 0.1 0.1 -0.1
N -2.217 0.038 -2.431 -0.1 -0.4 0.0
C 0.695 2.589 -0.256 0.0 0.0 0.0
C -1.848 -0.523 3.745 0.0 0.1 0.1
C -3.203 -0.728 3.706 -0.1 -0.1 0.0
C 2.287 -1.187 2.731 0.1 0.1 0.1
H 1.338 4.774 -4.144 0.0 0.0 0.0
N -1.368 -0.636 2.485 0.1 0.1 0.0
H -3.587 -1.301 -3.281 0.0 -0.1 0.0
H -4.441 -1.179 1.899 0.0 0.0 0.0
N 0.018 -2.712 -0.701 0.1 -0.1 -0.1
C -0.627 -4.404 0.815 -0.1 0.0 0.0
H -3.894 -0.709 4.532 0.0 0.0 0.0
C 0.915 -1.174 2.982 0.0 -0.1 0.1
H 3.283 -2.874 3.589 0.0 0.0 0.0
H -0.346 2.900 -3.939 0.0 0.0 0.0
N -0.381 0.459 -0.077 -0.4 -0.4 -0.2
C 2.733 -0.660 1.517 0.0 0.0 0.0
H -2.077 -1.022 -5.538 0.0 0.0 0.0
N -1.122 0.664 -2.925 0.2 0.1 0.1
N 2.866 -3.768 0.777 -0.1 -0.1 0.0
C 1.061 3.698 -0.972 0.0 0.0 0.0
C 1.090 5.033 -3.115 0.0 0.0 0.0
C 0.364 -3.609 0.143 0.2 -0.1 0.3
H -1.206 -0.279 4.576 0.0 0.0 -0.1
H 1.931 5.556 -2.666 0.0 0.0 0.0
H 3.786 -0.699 1.270 0.0 0.0 0.0
H 1.613 4.492 -0.486 0.0 0.0 0.0
C 0.457 -0.068 0.881 0.2 0.2 0.0
C 1.844 -0.115 0.622 0.0 0.0 -0.1
C 0.002 -0.637 2.093 -0.1 -0.1 0.0
H 2.193 0.271 -0.327 0.0 0.0 0.0
H 0.945 2.510 0.794 0.0 0.0 0.0
O -1.079 -2.422 -1.156 0.0 -0.2 -0.1
C -2.697 -0.710 -3.427 -0.1 0.1 -0.1
C 1.759 -3.724 0.478 -0.1 0.0 -0.1
H -0.127 0.737 -4.801 0.0 0.0 0.1
H 2.929 -1.594 4.743 0.0 0.0 0.0
H 4.250 -1.405 3.575 0.0 0.0 0.0
C -1.928 -0.555 -4.579 -0.1 0.0 0.0
C -0.422 1.676 -2.206 -0.2 -0.1 0.0
Pd -2.193 -0.634 -0.438 0.0 0.7 0.2
C -0.043 1.531 -0.843 0.1 0.0 0.2
```
Forces are in eV/Å.

Here are the Mulliken charges for atoms 1 to 5, given in e:
1. C -1.54
2. C 0.33
3. H 0.66
4. C -0.33
5. C -0.12

***

[5]
Entry from the Open Molecules 2025 dataset: a molecular structure, C53H58AsIrOP2S (the ωB97M-V functional and the def2-TZVPD basis).

Computed properties:
Energy relative to the best compared isomer or geometry (same formula, charge and spin): 1.0227 eV
Orbital gap (spin up / spin down): 4.633 / 4.631 eV
2S+1: 2
Net charge: +3

Geometry as XYZ:
```
117
Properties=species:S:1:pos:R:3:forces:R:3
C -1.460 -2.058 2.471 0.1 -0.1 -0.1
C 4.007 2.957 -1.134 0.0 0.0 0.0
C -7.076 1.936 -2.333 0.0 -0.1 0.1
H 1.704 1.168 0.969 -0.1 0.0 0.0
H 0.729 -3.142 7.237 0.0 0.0 0.0
C -1.705 2.144 -0.026 -0.1 0.0 0.0
H 0.540 0.998 -2.318 0.0 0.0 0.0
C -6.490 -0.297 -3.021 0.0 0.1 0.0
C 5.659 -1.393 -1.916 0.0 -0.1 0.0
C -8.637 0.620 -3.599 0.0 0.0 0.0
C 1.197 2.059 1.306 0.0 0.0 0.1
H 0.039 0.363 5.449 0.0 0.0 0.0
H 5.874 -1.848 -2.884 0.0 0.0 0.0
H 3.512 -1.197 -2.388 0.0 0.0 0.0
C -1.580 3.502 -0.273 0.0 0.0 0.0
C 0.012 3.344 3.000 0.1 0.0 -0.1
H 3.084 1.292 3.617 0.0 0.0 0.0
C -3.439 1.762 -3.177 0.0 0.0 0.0
C 0.328 -1.802 4.159 0.1 0.1 0.2
C 6.580 -1.986 -0.854 0.0 0.0 0.0
H 1.900 -1.674 5.631 0.0 0.0 0.0
H 2.065 -3.658 3.395 0.0 0.0 0.0
H 5.093 3.045 -1.147 0.0 0.0 0.0
H -0.681 -3.313 -0.336 -0.1 -0.1 -0.1
C 4.832 -2.124 3.212 0.0 0.0 0.0
H -2.297 -2.703 2.201 0.0 0.0 0.0
C -0.669 -1.625 -1.714 -0.2 0.1 -0.2
C 0.038 -3.518 -3.624 0.0 -0.1 0.0
O 2.079 -1.127 -0.267 -0.3 0.6 0.0
H 3.619 3.547 -1.963 0.0 0.0 0.0
H 2.054 -3.113 1.715 0.0 0.0 -0.1
C -3.795 -0.614 -1.304 0.0 0.0 0.0
C 0.049 1.189 4.751 -0.1 0.0 -0.1
H -9.019 2.620 -2.920 0.0 0.0 0.0
H 7.618 -1.746 -1.072 0.0 0.0 0.0
C -3.228 3.126 -3.365 0.0 0.0 0.0
C -0.516 -1.242 -3.051 0.1 -0.1 0.0
C 0.271 -2.912 6.284 0.0 0.0 0.0
H -0.787 2.540 6.189 0.0 0.0 0.0
H -3.237 -0.188 -4.081 0.0 0.0 0.0
P -1.158 -0.493 -0.414 0.3 0.2 0.2
C -0.963 1.230 -0.781 0.1 0.0 0.0
H 3.645 3.399 -0.204 0.0 0.0 0.0
H 5.215 0.625 -0.120 0.0 0.0 0.0
C 0.048 3.047 -1.993 0.0 0.0 0.0
H -0.080 -1.905 -5.034 0.0 0.0 0.0
H 1.206 2.920 0.653 0.0 0.0 0.0
H 0.004 -4.947 -2.024 0.0 0.0 0.0
H -9.603 0.513 -4.074 0.0 0.0 0.0
H 3.849 1.090 0.870 0.0 0.0 0.0
C -0.061 1.692 -1.748 0.0 0.0 0.0
Ir 0.472 -1.486 0.924 0.0 -0.6 0.2
C 2.704 -3.288 2.594 0.1 0.1 0.1
C 4.177 -1.650 -1.652 0.0 0.0 0.0
C -2.906 -0.861 -0.066 0.1 -0.1 0.0
H 5.523 1.115 3.949 0.0 0.0 0.0
C 4.949 0.240 3.677 0.0 0.0 0.0
H 0.301 -4.251 -4.375 0.0 0.0 0.0
C -3.030 0.873 -4.168 0.0 0.0 0.0
H 3.908 1.088 -2.209 0.0 0.0 0.0
H -1.482 -4.082 6.670 0.0 0.0 0.0
C -8.311 1.803 -2.950 0.0 -0.1 0.0
C -0.492 -2.971 -1.352 0.1 0.1 0.1
P 1.057 -0.633 3.007 0.1 0.0 -0.4
C 0.561 2.116 2.546 0.3 0.1 0.0
H -6.835 2.857 -1.814 0.0 0.0 0.0
C 2.835 -0.801 3.162 0.1 0.2 -0.1
H 6.635 -1.083 3.713 0.0 0.0 0.0
H -3.269 -0.335 0.818 0.0 0.1 0.0
C -0.472 3.490 4.276 -0.1 0.0 0.2
As -4.429 1.254 -1.571 -0.1 0.1 0.1
H -2.915 -1.932 0.151 0.0 0.0 0.1
H -7.981 -1.349 -4.143 0.0 0.0 0.0
C -7.728 -0.429 -3.633 0.0 0.0 0.0
H 2.479 1.434 -1.250 0.0 0.0 0.0
H -0.869 4.445 4.594 0.0 0.0 0.0
H -2.108 0.643 -6.091 0.0 0.0 0.0
C 4.121 0.683 -0.105 0.0 0.0 0.0
C 5.569 -0.995 3.549 0.0 0.0 0.0
H 5.841 -0.324 -2.046 0.0 0.0 0.0
C -6.160 0.888 -2.369 0.0 0.0 -0.1
H -2.387 1.810 0.744 0.0 0.0 0.0
C -2.178 2.700 -5.485 0.0 0.0 0.0
H 5.334 -3.078 3.109 0.0 0.0 0.0
H 3.387 -4.088 2.315 0.0 0.0 -0.1
H -3.567 3.832 -2.615 0.0 0.0 0.0
C 0.524 1.013 3.450 -0.2 -0.1 0.2
H 0.024 4.189 2.323 0.0 0.0 0.0
H -4.708 -1.189 -1.136 0.0 0.0 0.0
C -0.899 -2.361 3.824 0.0 -0.1 0.0
C 0.930 -2.089 5.383 0.0 0.1 0.0
C 3.566 1.501 -1.257 0.0 0.0 0.0
H 6.491 -3.073 -0.820 0.0 0.0 0.0
C -2.603 3.595 -4.514 0.0 0.0 0.0
H -0.704 -2.537 1.675 -0.2 0.1 0.1
C -0.172 -2.194 -3.996 0.0 0.1 0.0
H -2.174 4.205 0.296 0.0 0.0 0.0
H -2.511 -3.623 4.478 0.0 0.0 0.0
H -0.708 -0.225 -3.363 0.0 0.0 0.0
H -5.792 -1.124 -3.075 0.0 0.0 0.0
C -0.717 3.951 -1.261 0.0 0.0 0.0
H -0.637 5.010 -1.467 0.0 0.0 0.0
H -1.703 3.064 -6.387 0.0 0.0 0.0
C -0.434 2.420 5.174 0.0 0.0 -0.1
H 6.363 -1.605 0.149 0.0 0.0 0.0
H 3.970 -2.721 -1.604 0.0 0.0 0.0
C 3.463 -2.050 2.998 -0.1 0.0 0.0
C -0.971 -3.443 5.963 0.0 0.0 0.0
C -1.555 -3.179 4.729 0.0 0.0 -0.1
H -1.777 -1.025 2.370 0.0 0.0 -0.1
H -2.463 4.658 -4.657 0.0 0.0 0.0
C -2.397 1.339 -5.313 0.0 0.0 0.0
C -0.123 -3.910 -2.304 0.1 0.0 0.0
C 3.581 0.339 3.486 0.0 -0.1 0.1
H -3.319 -1.035 -2.190 -0.1 0.0 0.0
S 3.638 -1.045 -0.040 0.0 -0.2 0.0
H 0.714 3.404 -2.767 0.0 0.0 0.0
```
Forces are in eV/Å.

Here are the Mulliken charges for atoms 1 to 5, given in e:
1. C -1.29
2. C -1.58
3. C -0.44
4. H -0.83
5. H 0.50